#a
14
Properties=species:S:1:pos:R:3 method="wB97M-V/def2-TZVPD" e_lumo_ev=-0.2 total_charge=0 homo_ev=-8.614 homo_lumo_gap_ev=8.380
C -1.941 1.513 -0.616
C -1.168 0.242 -0.901
N 1.580 -1.072 1.781
O 1.636 1.289 1.324
O -0.343 -0.460 -0.240
P 1.585 0.081 0.515
H -2.251 1.984 -1.625
H -2.785 1.046 -0.016
H -1.388 2.266 -0.034
H -1.543 -0.238 -1.851
H 1.540 -1.837 -1.089
H 1.352 -2.025 1.759
H 1.742 -0.646 2.695
H 1.983 -2.143 -1.705



#b
14
Properties=species:S:1:pos:R:3 method="wB97M-V/def2-TZVPD" e_lumo_ev=-0.1 total_charge=0 homo_ev=-9.049 homo_lumo_gap_ev=8.995
C 1.671 -0.331 0.824
C -1.136 1.497 -0.307
N 1.212 -0.864 -0.414
O -2.495 -1.992 0.013
O -1.480 0.221 0.014
P -2.554 -0.727 -0.748
H 2.354 0.380 0.554
H 0.796 0.198 1.260
H 1.993 -1.180 1.383
H -0.056 1.488 -0.667
H -1.141 2.136 0.536
H -1.761 2.042 -1.075
H 1.918 -1.135 -1.104
H 0.679 -1.733 -0.270



Going by the energies, #b is most stable and the next is 134.5 kJ/mol up.



#a
11
Properties=species:S:1:pos:R:3 method="wB97M-V/def2-TZVPD" e_lumo_ev=-0.6 total_charge=0 homo_ev=-9.842 homo_lumo_gap_ev=9.205
C -1.630 0.244 -0.520
C -0.461 -0.557 -0.223
O 0.043 -1.396 -0.948
C 0.509 -0.312 0.888
O 0.351 -0.749 1.999
C 1.820 0.269 0.351
O 1.793 1.113 -0.513
H -2.094 0.924 0.191
H -2.401 -0.294 -1.113
H -0.676 0.860 -0.926
H 2.748 -0.102 0.814



#b
11
Properties=species:S:1:pos:R:3 method="wB97M-V/def2-TZVPD" e_lumo_ev=-1.4 total_charge=0 homo_ev=-9.772 homo_lumo_gap_ev=8.345
C -1.756 0.082 -0.227
C -0.438 -0.335 -0.386
O 0.006 -0.517 -1.576
C 0.563 -0.206 0.767
O 0.244 -0.249 1.932
C 2.017 0.156 0.424
O 2.347 0.793 -0.541
H -2.107 0.268 0.791
H -2.539 -0.275 -0.896
H -1.062 0.442 -1.504
H 2.724 -0.157 1.216



Going by the energies, #a is most stable and the next is 219.5 kJ/mol up.



#a
17
Properties=species:S:1:pos:R:3 method="wB97M-V/def2-TZVPD" e_lumo_ev=0.5 total_charge=0 homo_ev=-8.610 homo_lumo_gap_ev=9.132
C 1.929 0.456 1.463
N 1.415 -0.287 0.287
C 0.404 -1.298 0.554
O -0.700 -1.115 -0.321
H 2.995 0.271 1.508
H 1.352 0.157 2.334
H 1.746 1.515 1.276
H 0.999 0.244 -0.465
H 0.878 -2.261 0.325
H 0.031 -1.394 1.578
H -0.898 -1.947 -0.772
H -3.644 0.499 -0.662
H -2.264 0.007 -0.352
O -2.725 0.733 -0.829
H -0.990 1.438 -1.368
H -0.337 1.291 -2.704
O -0.192 1.690 -1.853



#b
17
Properties=species:S:1:pos:R:3 method="wB97M-V/def2-TZVPD" e_lumo_ev=0.7 total_charge=0 homo_ev=-9.512 homo_lumo_gap_ev=10.252
C 2.601 0.604 -0.290
N 2.224 -0.798 0.014
C 0.867 -0.824 0.509
O -0.076 -0.287 -0.417
H 2.202 1.272 0.476
H 3.689 0.642 -0.232
H 2.259 0.997 -1.247
H 2.226 -1.288 -0.881
H 0.862 -0.253 1.434
H 0.531 -1.834 0.754
H -0.771 -0.942 -0.612
H -2.881 -0.011 0.347
H -3.837 -1.172 0.264
O -2.931 -0.941 0.121
H -1.374 2.421 0.802
H -1.066 1.462 -0.376
O -1.780 1.955 0.075



Going by the energies, #b is most stable and the next is 43.8 kJ/mol up.



#a
17
Properties=species:S:1:pos:R:3 method="wB97M-V/def2-TZVPD" e_lumo_ev=0.5 total_charge=0 homo_ev=-10.310 homo_lumo_gap_ev=10.838
C -1.331 -0.121 0.480
C 0.971 0.001 0.413
N -0.054 -0.436 -0.181
H -1.223 0.716 1.170
H -1.670 -1.016 1.003
H -2.090 0.098 -0.271
H 1.982 -0.248 0.086
H 0.954 0.711 1.248
H 1.475 -2.608 1.268
H 0.534 -3.589 0.608
O 1.356 -3.552 1.109
H -0.166 0.556 -2.021
H 0.027 0.013 -3.399
O -0.249 0.822 -2.950
H -0.204 3.304 0.396
H -0.890 3.796 1.663
O -0.592 3.004 1.219



#b
17
Properties=species:S:1:pos:R:3 method="wB97M-V/def2-TZVPD" e_lumo_ev=0.6 total_charge=0 homo_ev=-8.384 homo_lumo_gap_ev=8.978
C -0.467 2.177 0.960
N 0.875 1.530 0.873
C 1.070 0.123 0.927
O -0.116 -0.656 0.820
H -0.808 2.418 -0.042
H -1.114 1.455 1.452
H -0.370 3.045 1.602
H 1.374 2.027 0.158
H 1.503 -0.188 1.890
H 1.794 -0.182 0.165
H -0.548 -0.389 -0.010
H -1.567 -0.197 -2.634
H -0.513 -1.116 -2.153
O -0.997 -0.318 -1.900
H 0.069 -3.950 -1.036
H 0.174 -2.677 -0.185
O -0.359 -3.102 -0.887



Going by the energies, #b is most stable and the next is 33.3 kJ/mol up.